Record 1
{"formula": "C19H43LaOP3S2", "method": "the ωB97M-V functional and the def2-TZVPD basis", "charge": 3, "max_force_ev_per_a": 2.07, "homo_lumo_gap_ev": 4.0, "relative_energy_kcal_mol": 0.0, "e_tot_ev": -72819.743, "e_homo_ev": -14.1, "spin_multiplicity": 1, "species": ["La", "P", "P", "P", "H", "C", "C", "H", "C", "C", "C", "C", "C", "C", "C", "C", "C", "H", "H", "H", "H", "H", "H", "H", "H", "H", "H", "H", "H", "H", "H", "H", "H", "H", "H", "H", "H", "H", "H", "H", "H", "H", "H", "H", "H", "H", "C", "C", "C", "C", "C", "C", "S", "H", "H", "H", "H", "H", "H", "C", "S", "C", "O", "H", "H", "H", "H", "H", "H"], "xyz": [[-0.1310, -0.2397, 1.2075], [2.1515, 1.3800, 2.2557], [-1.8730, 2.0018, 1.4110], [0.7533, 1.1357, -1.2109], [-0.7807, -3.0373, 0.1671], [0.0614, -2.6426, -0.4224], [1.3185, -2.6166, 0.1189], [1.4776, -2.9571, 1.1504], [2.6143, 0.9664, 3.9963], [2.1790, 3.2172, 2.3679], [3.7606, 1.0856, 1.4223], [-3.4167, 1.4094, 0.6157], [-2.4703, 2.4385, 3.0844], [-1.6357, 3.6421, 0.6579], [1.9372, 0.1183, -2.1748], [1.4401, 2.8196, -1.3748], [-0.7616, 1.1884, -2.2547], [-0.1484, -2.3743, -1.4633], [2.2059, -2.3191, -0.4549], [2.5798, -0.1194, 4.1291], [1.9074, 1.4354, 4.6910], [3.6346, 1.3325, 4.2120], [1.3554, 3.5513, 3.0129], [2.0437, 3.6586, 1.3715], [3.1402, 3.5610, 2.7984], [3.9710, 0.0034, 1.4057], [4.5756, 1.6029, 1.9692], [3.7315, 1.4447, 0.3798], [-4.1813, 2.1960, 0.7241], [-3.7623, 0.4869, 1.0998], [-3.2468, 1.1840, -0.4451], [-3.2834, 3.1709, 2.9717], [-1.6419, 2.8672, 3.6667], [-2.8226, 1.5469, 3.6196], [-2.5150, 4.2629, 0.9015], [-1.5122, 3.5635, -0.4303], [-0.7212, 4.1013, 1.0597], [2.0218, 0.5262, -3.1953], [1.5948, -0.9257, -2.2231], [2.9162, 0.1377, -1.6766], [1.5176, 3.0620, -2.4468], [2.4353, 2.8555, -0.9055], [0.7802, 3.5426, -0.8725], [-0.4794, 1.4988, -3.2778], [-1.5028, 1.8953, -1.8446], [-1.2261, 0.1854, -2.3056], [-0.4548, -2.5819, -5.5774], [-1.5890, -2.7265, -6.4031], [-1.8497, -3.9582, -7.0041], [-0.9551, -5.0313, -6.8518], [0.2272, -4.8476, -6.1286], [0.4986, -3.6239, -5.5315], [-0.1370, -1.1968, -4.5726], [-1.3064, -0.5056, -4.5017], [-2.2700, -1.8821, -6.5326], [-2.7627, -4.1093, -7.5849], [-1.1741, -6.0013, -7.2929], [0.9433, -5.6633, -6.0069], [1.4230, -3.4572, -4.9726], [-1.4327, -2.5455, 5.2274], [-1.5100, -1.0257, 4.2357], [-0.8260, 0.0981, 5.4505], [-0.3122, -1.2337, 3.2079], [-2.3957, -2.6056, 5.7584], [-0.6150, -2.5293, 5.9566], [-1.3397, -3.4191, 4.5668], [-0.0336, -0.3801, 6.0340], [-0.4603, 0.9908, 4.9382], [-1.6604, 0.3912, 6.0964]], "nbo_charge": [2.06, 0.66, 0.62, 0.63, 0.23, -0.47, -0.39, 0.23, -0.91, -0.91, -0.92, -0.92, -0.91, -0.91, -0.92, -0.92, -0.94, 0.26, 0.25, 0.25, 0.24, 0.27, 0.24, 0.25, 0.28, 0.25, 0.28, 0.25, 0.28, 0.25, 0.26, 0.28, 0.25, 0.24, 0.28, 0.26, 0.26, 0.28, 0.25, 0.25, 0.27, 0.25, 0.25, 0.28, 0.24, 0.25, -0.19, -0.22, -0.18, -0.19, -0.19, -0.23, -0.04, 0.13, 0.22, 0.24, 0.24, 0.23, 0.21, -0.78, 1.22, -0.79, -1.12, 0.28, 0.27, 0.28, 0.28, 0.25, 0.29]}


Record 2
{"formula": "C22H21S3SbTl", "method": "the ωB97M-V functional and the def2-TZVPD basis", "charge": -1, "max_force_ev_per_a": 0.85, "homo_lumo_gap_ev": 5.3, "relative_energy_kcal_mol": 0.0, "e_tot_ev": -66892.299, "e_homo_ev": -2.9, "spin_multiplicity": 1, "species": ["Tl", "C", "C", "S", "C", "C", "S", "H", "H", "H", "H", "H", "H", "S", "Sb", "C", "C", "C", "C", "C", "C", "C", "C", "C", "C", "C", "C", "C", "C", "C", "C", "C", "C", "H", "H", "H", "H", "H", "H", "H", "H", "H", "H", "H", "H", "H", "H", "H"], "xyz": [[-0.0093, -0.9361, -2.4430], [1.2535, -5.7327, -2.1605], [0.5258, -4.4019, -2.2865], [1.6245, -3.0289, -2.3434], [-0.8167, -4.3498, -2.3653], [-1.6671, -5.5994, -2.3225], [-1.8034, -2.9025, -2.5371], [2.3229, -5.5500, -2.0885], [1.0718, -6.3721, -3.0300], [0.9381, -6.2795, -1.2672], [-1.0727, -6.5125, -2.2789], [-2.3080, -5.6423, -3.2067], [-2.3235, -5.5707, -1.4485], [-0.2962, -1.5199, 1.0622], [0.0367, 0.6685, 0.5773], [2.0974, 1.2735, 0.3633], [2.9832, 0.5821, 1.1824], [4.3496, 0.7855, 1.0706], [4.8419, 1.6722, 0.1239], [3.9624, 2.3543, -0.7036], [2.5943, 2.1521, -0.5902], [-0.5016, 1.4953, 2.5008], [0.0451, 0.8824, 3.6256], [-0.3749, 1.2331, 4.8984], [-1.3693, 2.1898, 5.0598], [-1.9252, 2.7994, 3.9468], [-1.4876, 2.4582, 2.6722], [-1.3320, 1.8116, -0.6467], [-0.9739, 2.7103, -1.6435], [-1.9401, 3.2244, -2.4919], [-3.2658, 2.8299, -2.3648], [-3.6266, 1.9369, -1.3669], [-2.6624, 1.4319, -0.5079], [2.6038, -0.1412, 1.8951], [5.0290, 0.2358, 1.7096], [5.9096, 1.8185, 0.0194], [4.3433, 3.0379, -1.4522], [1.9294, 2.6920, -1.2503], [0.7795, 0.0961, 3.5037], [0.0619, 0.7450, 5.7610], [-1.7130, 2.4533, 6.0528], [-2.7047, 3.5424, 4.0669], [-1.9217, 2.9501, 1.8085], [0.0560, 3.0117, -1.7740], [-1.6556, 3.9201, -3.2715], [-4.0127, 3.2130, -3.0484], [-4.6565, 1.6182, -1.2681], [-2.9392, 0.7140, 0.2576]], "nbo_charge": [0.34, -0.64, -0.20, -0.41, -0.20, -0.63, -0.40, 0.22, 0.19, 0.20, 0.19, 0.21, 0.21, -0.69, 1.64, -0.38, -0.22, -0.19, -0.21, -0.23, -0.15, -0.39, -0.15, -0.24, -0.21, -0.22, -0.23, -0.27, -0.23, -0.21, -0.21, -0.19, -0.26, 0.23, 0.21, 0.21, 0.21, 0.20, 0.21, 0.21, 0.20, 0.21, 0.22, 0.21, 0.21, 0.21, 0.21, 0.23]}


Record 3
{"formula": "C19H28N2O3S", "method": "the ωB97M-V functional and the def2-TZVPD basis", "max_force_ev_per_a": 0.88, "homo_lumo_gap_ev": 9.9, "relative_energy_kcal_mol": 4.1, "e_tot_ev": -40116.318, "e_homo_ev": -9.2, "spin_multiplicity": 1, "smiles": "O=C([C@H]1CC[C@@H](CNS(=O)(=O)c2ccccc2)CC1)N1CCCCC1", "species": ["O", "C", "N", "C", "H", "C", "C", "C", "C", "H", "H", "H", "H", "H", "H", "H", "H", "H", "C", "C", "C", "H", "C", "C", "C", "H", "H", "H", "H", "C", "N", "S", "O", "O", "C", "C", "C", "C", "C", "C", "H", "H", "H", "H", "H", "H", "H", "H", "H", "H", "H", "H", "H"], "xyz": [[-0.4314, 1.0398, 0.2169], [0.6220, 1.2680, -0.3559], [1.4242, 2.2763, 0.0631], [2.7131, 2.6818, -0.4480], [2.9858, 2.1092, -1.3315], [3.7893, 2.5216, 0.6305], [3.4152, 3.3305, 1.8688], [2.0293, 2.9107, 2.3496], [1.0187, 3.0622, 1.2151], [0.0318, 2.7134, 1.5213], [0.9502, 4.1149, 0.9159], [2.0523, 1.8676, 2.6710], [1.7169, 3.5215, 3.1972], [4.1536, 3.1742, 2.6568], [3.4084, 4.3944, 1.6201], [4.7499, 2.8516, 0.2321], [3.8762, 1.4670, 0.9005], [2.6503, 3.7408, -0.7330], [1.0905, 0.4534, -1.5604], [-0.0764, -0.2526, -2.2619], [-0.6791, -1.3774, -1.4249], [-1.1484, -0.9328, -0.5502], [0.3761, -2.3831, -0.9756], [1.4970, -1.6508, -0.2357], [2.1304, -0.5920, -1.1327], [2.9602, -0.1156, -0.6078], [2.5332, -1.0714, -2.0289], [1.0921, -1.1629, 0.6529], [2.2590, -2.3649, 0.0858], [-0.2291, -3.4980, -0.1091], [-0.8891, -3.0613, 1.0944], [-2.5215, -3.2165, 1.3124], [-2.9253, -4.4078, 0.6238], [-2.7405, -3.1082, 2.7253], [-3.2943, -1.8036, 0.5259], [-3.1832, -0.5630, 1.1222], [-3.7382, 0.5387, 0.4943], [-4.3999, 0.3826, -0.7137], [-4.5214, -0.8708, -1.2928], [-3.9625, -1.9744, -0.6694], [-4.0362, -2.9673, -1.0844], [-5.0474, -0.9873, -2.2287], [-4.8288, 1.2435, -1.2054], [-3.6471, 1.5160, 0.9414], [-2.6683, -0.4755, 2.0654], [-0.4750, -2.2942, 1.5929], [0.5695, -4.1992, 0.1692], [-0.9841, -4.0548, -0.6676], [0.8083, -2.8687, -1.8593], [-1.4526, -1.8840, -2.0061], [-0.8565, 0.4771, -2.4870], [0.2940, -0.6576, -3.2078], [1.5391, 1.1385, -2.2873]], "nbo_charge": [-0.66, 0.70, -0.45, -0.21, 0.21, -0.41, -0.40, -0.40, -0.23, 0.25, 0.18, 0.20, 0.21, 0.21, 0.19, 0.21, 0.20, 0.19, -0.30, -0.38, -0.42, 0.24, -0.23, -0.40, -0.39, 0.20, 0.21, 0.19, 0.21, -0.22, -0.87, 2.31, -0.95, -0.94, -0.25, -0.21, -0.18, -0.20, -0.21, -0.22, 0.24, 0.22, 0.21, 0.22, 0.23, 0.40, 0.19, 0.23, 0.20, 0.21, 0.22, 0.20, 0.22]}


Record 4
{"formula": "C12H25F3NO5P2SSm", "method": "the ωB97M-V functional and the def2-TZVPD basis", "max_force_ev_per_a": 2.65, "homo_lumo_gap_ev": [5.6, 5.7], "e_tot_ev": -80045.012, "e_homo_ev": [-6.2, -6.2], "s2": 8.765, "spin_multiplicity": 6, "species": ["C", "C", "N", "C", "C", "C", "C", "P", "Sm", "P", "C", "O", "O", "H", "H", "H", "C", "C", "H", "H", "H", "H", "C", "C", "H", "H", "H", "H", "H", "H", "H", "H", "H", "H", "H", "H", "H", "H", "H", "H", "H", "H", "F", "C", "F", "F", "S", "O", "O", "O"], "xyz": [[-0.7467, 0.8047, -3.5539], [-0.9453, 0.4175, -2.2037], [-0.0967, 0.9415, -1.2371], [0.7958, 1.8851, -1.6222], [0.9218, 2.3811, -2.9186], [0.1455, 1.7994, -3.9113], [-2.0527, -0.4162, -1.8388], [-2.6113, -0.7568, -0.1671], [-0.0158, -0.2003, 1.1151], [2.4989, 1.1757, 0.5933], [1.7740, 2.4524, -0.5809], [-0.2330, -3.0390, -4.7900], [-0.0912, -5.6941, -0.5174], [-1.3706, 0.3096, -4.2855], [1.7133, 3.1134, -3.1418], [0.2771, 2.0959, -4.9477], [-4.1824, 0.2034, -0.0940], [-3.2200, -2.4688, -0.3673], [2.6623, 2.8826, -1.0875], [1.2812, 3.2088, 0.0666], [-0.5012, -3.9054, -4.3445], [-2.6154, -0.8577, -2.6904], [2.7393, 2.2572, 2.0524], [4.1769, 0.9190, -0.0507], [1.9740, -1.4125, 1.0385], [0.7005, -5.9126, -0.0035], [-0.4092, -4.8428, -0.1646], [0.6597, -2.8283, -4.4470], [-0.3420, 1.6790, 1.4383], [1.5584, -1.9637, 1.3416], [-5.0537, -0.2607, -0.5815], [-4.3726, 0.2790, 0.9855], [-4.0765, 1.2193, -0.5044], [-3.9562, -2.5999, -1.1663], [-2.3773, -3.1370, -0.5681], [-3.6576, -2.7567, 0.5929], [4.7575, 1.8528, -0.0101], [4.6605, 0.1428, 0.5627], [4.1020, 0.5506, -1.0846], [3.6979, 2.7866, 1.9620], [1.9125, 2.9755, 2.1190], [2.7291, 1.6382, 2.9606], [-1.3036, 1.1057, 6.0476], [-0.4279, 1.1278, 5.0261], [-0.7685, 2.1258, 4.1610], [0.8041, 1.3936, 5.5307], [-0.3378, -0.4702, 4.0350], [-0.2390, -1.5423, 4.9841], [-1.4504, -0.4538, 3.0268], [0.9125, -0.2050, 3.2408]], "lowdin_charge": [-0.06, -0.39, -0.05, -0.36, -0.09, -0.08, -0.32, 0.73, 1.17, 0.78, -0.30, -0.10, -0.07, 0.10, 0.10, 0.10, -0.27, -0.30, 0.08, 0.08, 0.07, 0.06, -0.27, -0.28, 0.01, 0.04, 0.02, 0.04, -0.09, 0.06, 0.05, 0.02, 0.05, 0.05, 0.02, 0.04, 0.05, 0.04, 0.05, 0.05, 0.04, 0.03, 0.14, -0.58, 0.09, 0.12, 0.55, -0.24, -0.47, -0.52]}


Record 5
{"formula": "CN5O2", "method": "the ωB97M-V functional and the def2-TZVPD basis", "charge": -1, "max_force_ev_per_a": 6.88, "homo_lumo_gap_ev": [6.0, 6.1], "relative_energy_kcal_mol": 147.3, "e_tot_ev": -12577.116, "e_homo_ev": [-3.8, -3.8], "spin_multiplicity": 1, "species": ["C", "N", "N", "N", "N", "N", "O", "O"], "xyz": [[-0.7685, 1.0701, 0.1458], [1.6664, -0.6726, -0.0182], [0.9156, -0.8792, 0.8651], [-0.5533, 2.1525, 0.4412], [2.5190, -0.4952, -0.7897], [-1.1522, -0.1607, -0.1369], [-1.1121, -0.7821, -1.2458], [-1.9063, -0.5337, 0.8155]], "nbo_charge": [0.40, 0.16, -0.49, -0.29, -0.41, 0.39, -0.37, -0.38]}


Record 6
{"formula": "C4H11S", "method": "the ωB97M-V functional and the def2-TZVPD basis", "charge": 1, "max_force_ev_per_a": 4.41, "homo_lumo_gap_ev": [8.6, 8.6], "relative_energy_kcal_mol": 108.2, "e_tot_ev": -15148.865, "e_homo_ev": [-13.8, -13.7], "spin_multiplicity": 1, "species": ["C", "C", "C", "C", "S", "H", "H", "H", "H", "H", "H", "H", "H", "H", "H", "H"], "xyz": [[-2.7819, -0.0252, 0.5923], [2.0684, 0.1591, 0.7297], [0.0208, -1.5155, -0.4053], [0.0272, 1.3721, -0.7120], [0.1779, 0.0701, 0.5318], [-3.4963, -0.0389, 1.4453], [-3.1825, -0.6222, -0.1578], [2.1841, 0.5235, 1.7602], [2.4117, 0.8541, 0.0697], [2.6286, -0.7653, 0.5871], [-0.1911, -2.2258, 0.2930], [1.0635, -1.6969, -0.8539], [-0.8412, -1.1767, -0.9992], [-0.0378, 2.3917, -0.3101], [-1.0065, 1.4163, -1.1142], [0.9552, 1.2796, -1.4565]], "nbo_charge": [-0.17, -0.70, -0.69, -0.81, 0.82, 0.13, 0.09, 0.26, 0.23, 0.26, 0.24, 0.26, 0.26, 0.29, 0.28, 0.26]}